[1]
Computed, not measured: a cluster of 13 separate species, C52H143N13O13 in total, with wB97M-V/def2-TZVPD.

Output
total charge = 0
M = 1158.79 g/mol

Structure (XYZ):
```
221
Properties=species:S:1:pos:R:3:lowdin_charge:R:1
C 3.99 2.58 7.36 -0.063
C 2.88 1.58 7.70 -0.429
C 2.82 0.52 6.61 -0.214
O 2.59 1.09 5.35 -0.227
C 1.22 1.33 5.06 -0.080
N 3.12 0.95 9.01 0.038
H 4.93 2.05 7.18 0.081
H 4.16 3.29 8.17 0.080
H 3.87 3.09 6.40 0.050
H 1.94 2.12 7.80 0.128
H 2.04 -0.22 6.82 0.112
H 3.78 0.00 6.59 0.120
H 0.69 0.39 4.87 0.065
H 1.15 1.91 4.14 0.075
H 0.73 1.84 5.89 0.095
H 2.98 1.64 9.73 0.069
H 4.10 0.68 9.07 0.070
C -0.27 -6.93 -1.67 -0.057
C -0.48 -5.60 -2.40 -0.435
C 0.22 -4.51 -1.60 -0.236
O -0.33 -4.38 -0.32 -0.180
C 0.33 -3.40 0.44 -0.089
N 0.15 -5.66 -3.72 0.061
H -0.66 -7.76 -2.25 0.074
H -0.79 -6.89 -0.72 0.077
H 0.78 -7.10 -1.44 0.082
H -1.54 -5.32 -2.40 0.122
H 0.09 -3.56 -2.17 0.110
H 1.31 -4.66 -1.59 0.130
H -0.24 -3.16 1.34 0.072
H 0.37 -2.47 -0.14 0.070
H 1.34 -3.72 0.73 0.087
H -0.36 -6.37 -4.26 0.077
H -0.17 -4.84 -4.25 0.042
C 1.99 1.27 -0.89 -0.026
C 0.60 1.42 -0.23 -0.403
C -0.43 0.57 -0.87 -0.217
O -0.49 0.87 -2.24 -0.197
C -1.57 0.30 -2.93 -0.095
N 0.68 1.07 1.20 0.027
H 1.98 1.66 -1.91 0.065
H 2.22 0.20 -0.89 0.063
H 2.70 1.86 -0.32 0.070
H 0.31 2.47 -0.26 0.139
H -1.43 0.76 -0.42 0.119
H -0.33 -0.52 -0.74 0.115
H -1.39 0.37 -4.00 0.074
H -2.48 0.88 -2.72 0.086
H -1.72 -0.76 -2.66 0.087
H 1.56 1.44 1.60 0.024
H 0.82 0.07 1.30 0.070
C 3.40 -1.11 -3.52 -0.047
C 2.47 -2.26 -3.80 -0.408
C 1.32 -1.80 -4.68 -0.199
O 0.32 -2.81 -4.67 -0.234
C -0.57 -2.70 -5.73 -0.122
N 3.13 -3.41 -4.49 0.069
H 4.35 -1.43 -3.08 0.067
H 2.91 -0.49 -2.76 0.052
H 3.67 -0.48 -4.37 0.078
H 1.97 -2.58 -2.87 0.118
H 1.70 -1.56 -5.69 0.126
H 0.82 -0.91 -4.26 0.113
H -0.85 -1.67 -5.97 0.085
H -1.42 -3.36 -5.57 0.069
H -0.12 -3.08 -6.67 0.096
H 3.23 -4.19 -3.85 0.061
H 2.45 -3.73 -5.18 0.058
C -6.27 -2.44 -4.29 -0.045
C -4.74 -2.37 -4.50 -0.437
C -3.97 -3.17 -3.48 -0.228
O -4.56 -3.05 -2.22 -0.205
C -3.99 -3.88 -1.22 -0.086
N -4.32 -2.73 -5.87 0.052
H -6.81 -1.90 -5.05 0.044
H -6.43 -2.04 -3.28 0.067
H -6.62 -3.48 -4.17 0.085
H -4.57 -1.30 -4.32 0.120
H -2.92 -2.81 -3.50 0.116
H -3.92 -4.25 -3.74 0.130
H -3.97 -4.93 -1.54 0.089
H -4.58 -3.72 -0.32 0.084
H -2.95 -3.57 -1.00 0.080
H -4.54 -3.73 -5.87 0.072
H -4.99 -2.31 -6.51 0.033
C 1.85 4.79 5.85 -0.067
C 1.02 5.85 5.15 -0.439
C -0.32 5.36 4.61 -0.204
O -0.18 4.23 3.79 -0.228
C 0.07 4.51 2.42 -0.089
N 0.87 7.02 6.04 0.034
H 1.93 3.93 5.18 0.053
H 1.40 4.40 6.77 0.085
H 2.84 5.16 6.11 0.079
H 1.65 6.22 4.34 0.135
H -0.81 6.19 4.08 0.128
H -0.94 5.13 5.49 0.129
H 0.70 5.40 2.31 0.094
H -0.87 4.63 1.87 0.087
H 0.52 3.63 1.96 0.062
H 0.26 6.78 6.82 0.070
H 0.38 7.78 5.56 0.068
C -6.37 3.55 1.43 -0.059
C -4.98 2.95 1.33 -0.442
C -4.72 1.88 0.31 -0.213
O -5.57 0.79 0.62 -0.191
C -5.29 -0.29 -0.25 -0.117
N -4.03 4.07 1.11 0.032
H -6.50 4.01 2.41 0.073
H -7.11 2.75 1.39 0.075
H -6.55 4.37 0.73 0.076
H -4.72 2.60 2.34 0.104
H -3.66 1.59 0.40 0.101
H -4.89 2.22 -0.72 0.134
H -5.79 -0.21 -1.22 0.086
H -5.70 -1.19 0.23 0.084
H -4.22 -0.46 -0.40 0.079
H -3.12 3.65 1.30 0.030
H -4.20 4.86 1.71 0.061
C 3.86 3.55 2.44 -0.034
C 4.36 2.14 2.27 -0.395
C 5.49 1.77 3.22 -0.218
O 6.16 0.61 2.79 -0.204
C 7.21 0.26 3.65 -0.108
N 3.25 1.15 2.44 0.055
H 4.51 4.22 1.87 0.084
H 3.87 3.85 3.49 0.075
H 2.82 3.65 2.13 0.056
H 4.80 1.91 1.29 0.126
H 5.08 1.61 4.24 0.121
H 6.20 2.60 3.38 0.132
H 7.89 1.10 3.82 0.089
H 7.77 -0.56 3.19 0.088
H 6.81 -0.05 4.63 0.087
H 3.11 1.12 3.45 0.048
H 3.58 0.22 2.16 0.028
C 5.48 -1.01 -0.07 -0.050
C 4.40 -1.96 0.40 -0.392
C 4.84 -3.40 0.29 -0.213
O 5.23 -3.67 -1.04 -0.195
C 5.67 -4.99 -1.22 -0.116
N 4.01 -1.57 1.80 0.042
H 6.45 -1.16 0.40 0.088
H 5.18 0.04 -0.05 0.071
H 5.67 -1.21 -1.13 0.067
H 3.49 -1.72 -0.16 0.116
H 4.10 -4.16 0.60 0.115
H 5.70 -3.51 0.97 0.135
H 5.68 -5.18 -2.29 0.088
H 5.07 -5.72 -0.67 0.085
H 6.70 -5.12 -0.86 0.089
H 4.87 -1.17 2.19 0.053
H 3.89 -2.41 2.38 0.026
C 1.09 2.14 -4.71 -0.051
C 0.90 1.82 -6.19 -0.439
C 0.59 3.08 -6.98 -0.225
O -0.70 3.56 -6.67 -0.202
C -0.85 4.92 -6.97 -0.117
N 2.14 1.22 -6.69 0.050
H 1.89 2.87 -4.58 0.091
H 1.35 1.19 -4.22 0.043
H 0.19 2.53 -4.24 0.079
H 0.03 1.16 -6.39 0.131
H 0.56 2.81 -8.05 0.129
H 1.38 3.83 -6.86 0.129
H -0.24 5.52 -6.28 0.092
H -1.90 5.21 -6.90 0.082
H -0.51 5.17 -7.99 0.089
H 2.45 0.48 -6.08 0.033
H 1.97 0.78 -7.59 0.077
C -2.98 1.89 4.77 -0.038
C -2.30 1.04 3.72 -0.406
C -3.21 0.00 3.09 -0.202
O -3.50 -0.98 4.06 -0.183
C -3.99 -2.15 3.48 -0.121
N -1.79 1.95 2.67 0.068
H -3.77 2.49 4.33 0.072
H -2.26 2.50 5.31 0.069
H -3.42 1.24 5.54 0.081
H -1.40 0.54 4.10 0.105
H -2.66 -0.41 2.22 0.124
H -4.16 0.36 2.68 0.118
H -4.10 -2.94 4.22 0.089
H -3.26 -2.54 2.75 0.076
H -4.96 -1.96 3.00 0.090
H -1.30 2.76 3.03 0.026
H -1.10 1.48 2.09 0.025
C 4.21 -2.84 5.82 -0.059
C 2.99 -3.44 5.12 -0.416
C 1.90 -2.41 4.97 -0.228
O 0.74 -3.07 4.57 -0.169
C -0.29 -2.22 4.08 -0.089
N 3.43 -3.92 3.80 0.035
H 4.59 -2.05 5.18 0.072
H 5.02 -3.56 5.96 0.076
H 3.94 -2.41 6.79 0.073
H 2.61 -4.27 5.74 0.143
H 2.23 -1.67 4.22 0.129
H 1.80 -1.89 5.93 0.110
H -0.50 -1.39 4.77 0.074
H -1.12 -2.90 3.91 0.087
H 0.03 -1.71 3.16 0.081
H 3.99 -4.76 3.89 0.085
H 2.63 -4.25 3.27 0.078
C -6.93 1.80 -7.82 -0.059
C -5.88 0.75 -7.47 -0.429
C -5.06 1.04 -6.25 -0.244
O -4.58 2.35 -6.26 -0.177
C -3.53 2.52 -5.34 -0.092
N -6.45 -0.62 -7.39 0.046
H -7.19 1.77 -8.88 0.075
H -6.55 2.81 -7.65 0.075
H -7.82 1.73 -7.17 0.080
H -5.17 0.76 -8.31 0.142
H -4.25 0.30 -6.19 0.119
H -5.65 0.91 -5.32 0.136
H -2.72 1.88 -5.70 0.080
H -3.81 2.28 -4.31 0.083
H -3.23 3.57 -5.30 0.085
H -7.08 -0.57 -6.59 0.057
H -6.97 -0.75 -8.25 0.077
```

=====

[2]
Computed, not measured: a cluster of 20 separate species, C52H144O20 in total, with wB97M-V/def2-TZVPD.

Output
total charge = 0
M = 1089.70 g/mol

Structure (XYZ):
```
216
Properties=species:S:1:pos:R:3:lowdin_charge:R:1
C 4.98 -3.95 2.10 -0.125
O 3.56 -3.68 2.22 -0.180
H 5.30 -4.41 3.02 0.068
H 5.18 -4.67 1.24 0.090
H 5.54 -3.00 1.97 0.078
H 3.13 -4.55 2.03 0.052
C 2.00 -1.38 -7.82 -0.195
O 2.13 -1.35 -6.45 -0.138
H 1.04 -1.84 -8.12 0.084
H 2.04 -0.38 -8.27 0.078
H 2.85 -1.90 -8.19 0.064
H 1.42 -0.82 -6.02 0.039
C -3.60 -3.83 0.09 -0.105
O -3.06 -2.52 -0.21 -0.185
H -4.66 -3.72 0.15 0.072
H -3.40 -4.42 -0.81 0.073
H -3.16 -4.28 1.01 0.098
H -2.88 -2.16 0.72 0.071
C 2.93 7.84 2.90 -0.131
O 1.74 7.11 3.28 -0.132
H 2.82 8.09 1.82 0.076
H 2.94 8.73 3.46 0.055
H 3.84 7.23 3.03 0.084
H 1.87 6.63 4.08 0.039
C -1.84 2.18 5.47 -0.052
C -1.59 3.18 4.38 -0.511
C -0.22 3.74 4.34 -0.062
O -1.90 2.43 3.19 -0.068
H -1.12 1.39 5.38 0.039
H -2.84 1.81 5.40 0.078
H -1.53 2.61 6.43 0.090
H -2.36 4.01 4.48 0.136
H 0.14 4.24 5.33 0.125
H -0.12 4.54 3.63 0.055
H 0.47 2.96 4.01 0.077
H -1.62 2.95 2.42 0.078
C 8.37 0.01 -2.14 -0.088
C 8.56 1.41 -2.55 -0.536
C 8.21 1.44 -4.03 -0.058
O 8.00 2.36 -1.65 -0.018
H 9.07 -0.69 -2.59 0.086
H 7.31 -0.30 -2.14 0.090
H 8.73 -0.08 -1.11 0.084
H 9.59 1.56 -2.54 0.112
H 8.19 2.42 -4.55 0.091
H 7.26 0.95 -4.15 0.064
H 9.00 0.79 -4.47 0.095
H 7.15 2.54 -2.05 0.069
C -1.33 -5.09 6.11 -0.055
C 0.06 -5.36 6.73 -0.532
C 0.40 -6.78 7.06 -0.071
O 1.07 -5.00 5.84 -0.076
H -1.42 -5.55 5.07 0.096
H -1.51 -3.97 5.96 0.061
H -2.19 -5.44 6.70 0.071
H 0.16 -4.68 7.69 0.161
H -0.19 -7.20 7.87 0.075
H 1.43 -6.77 7.49 0.090
H 0.49 -7.44 6.18 0.083
H 0.96 -4.07 5.55 0.089
C 0.03 -4.71 -3.31 -0.025
C -0.94 -4.42 -2.15 -0.444
C -0.73 -5.46 -1.04 -0.039
O -0.67 -3.13 -1.60 -0.095
H -0.21 -3.98 -4.11 0.097
H -0.08 -5.70 -3.71 0.082
H 1.05 -4.57 -2.99 0.025
H -1.97 -4.40 -2.46 0.116
H -1.41 -5.34 -0.21 0.045
H 0.33 -5.46 -0.63 0.089
H -0.84 -6.46 -1.50 0.089
H -1.49 -2.79 -1.18 0.053
C 4.08 -2.62 -1.41 -0.047
C 3.06 -3.56 -1.99 -0.448
C 3.40 -3.81 -3.49 -0.029
O 3.04 -4.82 -1.28 -0.065
H 3.95 -1.71 -1.99 0.083
H 5.04 -3.00 -1.38 0.057
H 3.80 -2.40 -0.37 0.078
H 2.05 -3.13 -1.83 0.131
H 2.68 -4.51 -3.99 0.086
H 4.39 -4.15 -3.46 0.059
H 3.38 -2.87 -4.05 0.080
H 3.89 -5.20 -1.47 0.082
C -4.80 1.17 0.85 -0.025
C -4.80 1.82 -0.55 -0.552
C -6.12 2.09 -1.11 -0.045
O -3.95 2.90 -0.48 -0.058
H -5.43 0.24 0.88 0.095
H -5.21 1.92 1.54 0.069
H -3.75 0.96 1.18 0.077
H -4.23 1.12 -1.19 0.120
H -6.06 2.80 -1.95 0.062
H -6.80 2.62 -0.34 0.105
H -6.70 1.24 -1.51 0.092
H -3.67 3.04 -1.39 0.056
C -3.78 -2.52 -5.49 -0.037
C -3.37 -1.64 -4.24 -0.467
C -4.09 -0.32 -4.32 -0.063
O -3.72 -2.34 -3.08 -0.037
H -3.12 -3.41 -5.57 0.078
H -3.66 -1.97 -6.46 0.082
H -4.85 -2.68 -5.42 0.072
H -2.28 -1.47 -4.31 0.132
H -5.14 -0.40 -4.42 0.081
H -3.71 0.12 -5.24 0.079
H -3.82 0.44 -3.66 0.026
H -3.48 -1.93 -2.26 0.034
C 1.49 0.00 5.10 -0.057
C 2.51 -1.01 4.56 -0.483
C 3.41 -1.65 5.60 -0.039
O 1.68 -1.94 3.78 -0.100
H 0.77 0.29 4.25 0.097
H 1.90 0.86 5.56 0.061
H 0.97 -0.51 5.90 0.066
H 3.15 -0.58 3.86 0.106
H 2.74 -2.06 6.35 0.078
H 4.05 -0.86 5.95 0.080
H 4.05 -2.38 5.09 0.080
H 2.39 -2.38 3.21 0.072
C 3.80 4.29 0.33 -0.043
C 4.59 3.31 -0.48 -0.480
C 4.35 1.85 -0.21 -0.048
O 4.45 3.57 -1.88 -0.039
H 3.64 5.20 -0.26 0.079
H 4.25 4.54 1.26 0.060
H 2.80 4.02 0.70 0.070
H 5.63 3.50 -0.30 0.122
H 4.77 1.61 0.79 0.094
H 4.88 1.23 -0.99 0.089
H 3.33 1.55 -0.16 0.054
H 3.61 3.29 -2.18 0.039
C -4.76 -2.27 3.31 -0.042
C -3.52 -1.33 3.51 -0.474
C -2.82 -1.65 4.86 -0.036
O -2.69 -1.55 2.40 -0.078
H -5.39 -2.08 4.16 0.067
H -4.43 -3.32 3.35 0.085
H -5.20 -2.05 2.34 0.067
H -3.96 -0.30 3.41 0.135
H -2.36 -2.63 4.86 0.037
H -3.68 -1.72 5.64 0.112
H -2.04 -0.85 5.12 0.086
H -1.86 -1.09 2.59 0.108
C -0.24 4.41 -0.25 -0.041
C 0.05 5.64 -1.07 -0.473
C 0.50 6.87 -0.24 -0.043
O 1.10 5.31 -2.01 -0.065
H 0.65 4.03 0.22 0.053
H -0.66 3.60 -0.91 0.084
H -0.96 4.63 0.56 0.081
H -0.85 5.95 -1.59 0.126
H 1.57 6.74 0.05 0.076
H -0.25 7.02 0.51 0.073
H 0.54 7.76 -0.88 0.078
H 1.08 5.91 -2.75 0.081
C 2.31 -8.02 2.51 -0.052
C 1.65 -6.95 1.63 -0.485
C 0.66 -6.10 2.33 -0.050
O 2.77 -6.20 1.23 -0.072
H 2.84 -7.50 3.41 0.111
H 3.10 -8.59 2.04 0.068
H 1.66 -8.70 3.09 0.076
H 1.28 -7.43 0.77 0.118
H 0.61 -5.11 1.87 0.078
H 0.95 -6.00 3.36 0.054
H -0.47 -6.27 2.26 0.101
H 2.78 -5.86 0.34 0.044
C -0.04 2.71 -4.59 -0.035
C 0.93 1.68 -5.18 -0.422
C 2.21 1.41 -4.35 -0.019
O 0.25 0.42 -5.32 -0.066
H 0.47 3.65 -4.43 0.071
H -0.41 2.32 -3.63 0.067
H -0.88 2.88 -5.29 0.083
H 1.18 2.02 -6.20 0.142
H 1.89 1.10 -3.35 0.070
H 2.91 2.19 -4.25 0.056
H 2.80 0.63 -4.78 0.071
H 0.30 0.08 -4.44 0.026
C -4.48 3.10 -5.53 -0.053
C -4.10 4.03 -4.41 -0.453
C -5.23 4.86 -3.94 -0.066
O -3.57 3.25 -3.27 -0.078
H -5.17 3.59 -6.24 0.090
H -4.93 2.14 -5.19 0.077
H -3.63 2.77 -6.11 0.066
H -3.27 4.65 -4.78 0.143
H -4.89 5.51 -3.10 0.105
H -6.13 4.34 -3.63 0.078
H -5.57 5.53 -4.71 0.082
H -2.81 2.74 -3.56 0.058
C -1.54 0.41 -1.28 -0.037
C -0.06 0.15 -1.33 -0.460
C 0.44 -0.52 -0.05 -0.015
O 0.15 -0.66 -2.49 -0.070
H -1.93 -0.56 -1.17 0.040
H -1.87 0.78 -2.24 0.072
H -1.95 1.04 -0.49 0.081
H 0.41 1.10 -1.49 0.112
H -0.05 0.04 0.74 0.074
H 1.53 -0.53 0.01 0.078
H 0.09 -1.57 0.03 0.079
H -0.13 -1.56 -2.30 0.047
C -4.16 6.08 3.28 -0.076
C -4.67 5.04 2.31 -0.518
C -6.18 5.22 1.94 -0.033
O -3.80 5.11 1.22 -0.047
H -4.09 7.10 2.97 0.071
H -3.09 5.90 3.42 0.065
H -4.75 6.07 4.20 0.084
H -4.63 4.08 2.92 0.140
H -6.74 5.35 2.85 0.068
H -6.50 4.36 1.44 0.032
H -6.32 6.14 1.35 0.090
H -3.87 4.27 0.75 0.045
```

=====

Per-record DFT total energy, eV: -102226.0476; -97205.0713
Per-record lowest unoccupied orbital energy, hartree: 0.021; 0.020
Per-record orbital gap, eV: 8.96; 10.13